Entry 1:
A structure of composition C42H49GeN13NiO. Source: the Open Molecules 2025 dataset; level of theory: ωB97M-V with the def2-TZVPD basis set.

net charge: +2
multiplicity: 1
HOMO-LUMO gap: 7.771 eV
energy: -6001.79336 hartree
molecular weight: 883.2 u
highest occupied orbital energy: -12.10 eV

```
107
Properties=species:S:1:pos:R:3:forces:R:3
Ni -1.96085 -0.01478 0.18255 0.061 0.208 0.023
C -2.92501 2.83608 0.55521 -0.013 0.002 0.063
N -2.99260 1.56618 -0.14775 -0.012 0.004 -0.044
C -3.92086 1.38749 -1.04753 0.053 0.049 -0.013
C -3.96674 0.13178 -1.66203 0.004 -0.030 -0.004
C -4.80088 -0.53868 -2.56232 -0.013 0.020 0.022
C -4.33306 -1.84775 -2.61334 0.011 -0.004 0.002
C -3.23587 -1.92749 -1.74459 0.018 0.003 -0.046
N -3.00684 -0.73666 -1.18227 0.014 0.010 0.018
C -3.38157 2.76395 1.99683 0.034 0.026 0.018
C -2.89689 3.69692 2.90948 0.017 -0.042 -0.011
C -3.31802 3.67760 4.23080 -0.014 -0.017 0.013
C -4.23141 2.72004 4.65397 0.017 0.014 0.010
C -4.71997 1.79054 3.74855 -0.003 -0.011 -0.017
C -4.29614 1.81095 2.42573 -0.028 0.008 -0.011
H -3.52877 3.57552 0.01801 -0.033 -0.035 0.000
H -1.89793 3.20413 0.52788 -0.058 0.021 -0.010
H -4.61765 2.18767 -1.28680 -0.006 -0.006 0.000
H -5.64665 -0.12420 -3.08728 0.004 0.005 0.000
H -4.73300 -2.65780 -3.20016 0.004 -0.002 0.002
H -2.61755 -2.78391 -1.52893 0.030 -0.034 0.009
H -2.19994 4.46117 2.57879 0.003 -0.003 0.000
H -2.94755 4.41904 4.92698 -0.001 0.001 0.001
H -4.57134 2.71027 5.68101 0.000 -0.001 -0.002
H -5.44316 1.05158 4.06863 0.000 0.001 0.000
H -4.68574 1.08187 1.72511 -0.008 -0.001 0.008
C 0.43489 2.53692 1.25891 -0.002 0.025 -0.030
C -0.23085 1.55590 2.15272 0.139 -0.068 -0.118
N -1.12875 0.66244 1.80326 -0.259 -0.072 0.109
C -1.51884 -0.00142 2.95553 0.122 0.008 0.034
C -0.81112 0.48212 4.00056 -0.032 0.014 0.019
N 0.00046 1.47516 3.48779 -0.009 -0.028 0.012
C 1.16284 2.02098 4.16642 -0.007 0.039 -0.023
N 2.30846 1.17043 3.97055 -0.001 -0.012 -0.013
N 3.00202 1.28330 2.80758 0.010 -0.014 0.043
N 3.77120 0.28017 2.66336 0.006 -0.012 -0.011
C 3.59076 -0.56763 3.73966 -0.013 -0.027 0.007
C 4.19797 -1.79030 4.04279 -0.023 -0.010 0.007
C 3.78444 -2.42427 5.19278 -0.001 0.008 -0.016
C 2.79780 -1.85868 6.03273 0.013 -0.020 -0.017
C 2.20294 -0.64851 5.75076 -0.024 0.009 -0.010
C 2.62682 -0.01261 4.57908 0.009 0.002 -0.002
H 0.16764 2.31713 0.22767 -0.030 -0.013 -0.017
H 1.51777 2.49604 1.36381 -0.011 0.009 -0.001
H 0.09917 3.54888 1.49751 0.031 0.006 -0.004
H -2.28741 -0.75503 2.94463 -0.012 0.017 -0.001
H -0.83209 0.24219 5.04939 -0.011 0.020 0.008
H 0.94691 2.11272 5.22825 -0.006 -0.016 -0.003
H 1.39537 3.00321 3.76480 0.011 0.012 0.015
H 4.96766 -2.20177 3.40423 -0.004 0.000 0.003
H 4.24097 -3.36100 5.48383 0.001 0.003 -0.002
H 2.51894 -2.38383 6.93678 0.005 0.004 0.011
H 1.47305 -0.21500 6.42143 -0.001 0.008 -0.003
C 2.95057 2.49568 -2.56551 -0.019 -0.002 0.007
N 2.07087 1.63484 -1.77307 -0.004 0.023 -0.033
C 2.73213 0.91503 -0.68788 -0.008 -0.006 -0.030
C 0.84788 1.27516 -2.18284 -0.058 0.040 0.042
O 0.37685 0.09795 -1.90230 0.144 -0.219 -0.030
N 0.04793 2.11816 -2.83087 -0.007 0.012 0.006
C -1.13893 1.63935 -3.53908 -0.005 -0.001 0.012
C 0.18759 3.56959 -2.77021 0.022 -0.013 -0.012
H 3.88783 1.95969 -2.72006 0.000 0.003 -0.002
H 3.15922 3.43702 -2.05694 0.001 -0.001 -0.001
H 2.51516 2.68645 -3.54117 -0.018 0.012 -0.011
H 3.26088 1.63300 -0.06154 -0.002 -0.009 0.006
H 3.46114 0.20336 -1.07956 0.013 -0.020 -0.007
H 1.99990 0.38930 -0.07981 0.016 0.005 0.001
H -1.21085 0.55870 -3.47878 -0.009 0.017 0.005
H -1.08888 1.95972 -4.58049 -0.002 0.000 0.000
H -2.03195 2.06432 -3.08123 -0.005 -0.010 0.004
H 0.84368 3.85479 -1.95311 0.013 -0.006 0.003
H -0.80006 3.99404 -2.59040 0.001 0.001 -0.002
H 0.57224 3.97925 -3.70434 0.006 -0.001 -0.001
N 1.11169 -5.04637 2.61251 0.040 -0.008 -0.011
C 0.56791 -3.86928 2.30709 -0.074 -0.059 -0.070
N 0.73042 -2.83880 3.14500 0.037 0.032 0.057
N -0.11665 -3.79756 1.16393 0.189 0.063 0.042
C -0.55392 -2.63493 0.79917 -0.087 0.038 0.074
N -0.95468 -1.60974 0.43685 -0.144 -0.085 -0.112
H 1.59959 -5.20856 3.47509 -0.022 -0.004 0.008
H 0.98134 -5.81087 1.97226 -0.001 -0.002 0.008
H 1.28184 -2.91430 3.98614 0.021 0.018 -0.023
H 0.24857 -1.96900 2.97817 0.009 0.015 0.000
Ge 1.28026 -1.48706 -2.45847 0.028 0.033 -0.028
C -0.07926 -2.71546 -3.00640 -0.007 0.003 0.003
C -0.14589 -3.94333 -2.34800 -0.008 -0.009 0.015
C -1.04414 -4.91488 -2.76744 -0.022 0.013 0.026
C -1.88269 -4.66215 -3.84352 -0.005 0.006 -0.011
C -1.82174 -3.44259 -4.50537 0.020 -0.011 -0.014
C -0.91853 -2.47623 -4.09402 0.008 0.009 -0.015
C 2.45960 -0.79079 -3.81786 -0.010 0.007 0.009
C 1.94845 -0.10973 -4.92541 -0.002 0.024 0.012
C 2.80005 0.39602 -5.89627 -0.003 -0.007 -0.002
C 4.17262 0.21579 -5.77644 -0.002 -0.001 0.009
C 4.69136 -0.47181 -4.68883 -0.003 0.008 -0.009
C 3.83810 -0.97003 -3.71268 0.010 -0.010 0.028
H 2.02956 -1.97236 -1.21574 -0.019 -0.002 0.021
H 0.50385 -4.15225 -1.50489 -0.014 0.009 -0.013
H -1.08745 -5.86780 -2.25672 -0.002 0.002 -0.002
H -2.58173 -5.41953 -4.17302 0.001 -0.001 0.002
H -2.47408 -3.24880 -5.34632 0.001 0.004 0.000
H -0.87619 -1.53725 -4.63376 0.004 0.003 0.004
H 0.87811 0.02275 -5.04677 -0.002 -0.002 0.000
H 2.39469 0.91485 -6.75524 0.001 -0.001 0.001
H 4.83631 0.60037 -6.53936 -0.001 0.001 0.001
H 5.75871 -0.62753 -4.60419 -0.002 0.002 0.001
H 4.25765 -1.51532 -2.87365 -0.004 0.011 0.009
```
Positions in Å, forces in eV/Å.

---

Entry 2:
A structure of composition C11H5F6MnN3O8S7. Source: the Open Molecules 2025 dataset; level of theory: ωB97M-V with the def2-TZVPD basis set.

net charge: -2
multiplicity: 2
HOMO-LUMO gap (spin up / spin down): 5.727 / 5.860 eV
energy: -5726.14448 hartree
energy above the lowest of the compared OMol25 structures with the same formula, charge and spin: 0.0 kJ/mol
molecular weight: 700.6 u
highest occupied orbital energy (spin up / spin down): -1.43 / -1.57 eV

```
41
Properties=species:S:1:pos:R:3:forces:R:3
Mn -0.47377 -0.18011 -0.41984 0.012 0.046 -0.112
F 0.50745 -4.85034 0.29805 0.010 0.032 0.050
C 0.62627 -4.71299 -1.01904 0.006 0.025 0.002
F -0.49629 -5.15579 -1.59137 -0.018 -0.003 -0.008
F 1.63554 -5.48953 -1.43027 0.019 -0.017 -0.004
S 0.91554 -2.96435 -1.53177 0.068 -0.012 -0.017
O -0.22474 -2.26486 -0.98706 -0.025 0.027 0.016
O 1.07052 -3.07069 -2.94550 -0.005 0.005 0.000
N 2.28986 -2.66507 -0.81553 -0.064 0.027 0.030
S 2.57142 -1.47478 0.16445 0.067 -0.057 0.014
O 1.62259 -0.38639 0.09852 -0.073 0.013 0.028
O 3.95956 -1.13503 0.14630 -0.008 0.012 -0.009
C 2.33772 -2.18686 1.85496 -0.006 -0.056 -0.089
F 3.26646 -3.13040 2.08111 -0.016 0.001 0.002
F 1.14305 -2.72926 2.00990 0.021 -0.051 -0.029
F 2.49733 -1.22239 2.76208 0.034 0.059 0.057
S -3.83400 3.96669 -5.30215 -0.010 0.028 -0.008
C -3.07703 2.90558 -4.25502 0.015 -0.075 -0.002
S -1.40195 2.54668 -4.29389 -0.006 0.027 0.023
C -1.33058 1.41222 -2.96469 -0.009 0.031 0.005
C -2.51569 1.16126 -2.35473 -0.007 0.007 -0.003
S -2.76200 0.05773 -1.03534 0.026 -0.026 0.036
S -3.88033 2.03820 -3.01428 0.008 0.021 0.003
S 0.19899 0.71465 -2.51409 0.016 -0.008 0.029
C -0.35215 3.69787 -0.71674 -0.019 0.013 -0.005
C -0.62694 2.92394 0.51924 -0.001 -0.028 0.003
N -0.63730 1.61369 0.64697 0.034 -0.068 0.012
C -0.99232 1.34090 1.94206 -0.013 0.053 -0.024
C -1.18968 2.50781 2.62276 -0.008 -0.034 0.023
N -0.95430 3.49752 1.70164 0.012 -0.007 -0.027
C -1.55319 2.84172 4.01476 0.012 0.025 -0.037
O -1.75891 1.83163 4.82078 0.004 -0.045 0.007
O -1.64159 4.00945 4.35475 -0.004 -0.012 0.004
C -1.13147 -0.08242 2.35869 0.037 -0.029 0.004
O -1.43445 -0.32339 3.55341 -0.011 0.036 0.027
O -0.91894 -0.92072 1.45294 -0.091 0.042 0.031
H 0.36371 3.15343 -1.33050 0.002 -0.011 -0.004
H 0.03046 4.69048 -0.47392 0.004 -0.011 -0.004
H -1.26666 3.80520 -1.30349 -0.009 0.004 -0.004
H -1.03290 4.47853 1.90902 0.001 0.010 0.009
H -1.62960 0.91480 4.32966 -0.005 0.006 -0.027
```
Positions in Å, forces in eV/Å.

---

Entry 3:
An isolated molecule of C3H11N3 at a distorted geometry. Source: the Open Molecules 2025 dataset; level of theory: ωB97M-V with the def2-TZVPD basis set.

net charge: 0
multiplicity: 1
HOMO-LUMO gap: 9.878 eV
energy: -285.04157 hartree
energy above the lowest of the compared OMol25 structures with the same formula, charge and spin: 357.7 kJ/mol
molecular weight: 89.1 u
highest occupied orbital energy: -8.90 eV
SMILES string: CCN(C)NN

```
17
Properties=species:S:1:pos:R:3:forces:R:3
C 1.94105 0.88532 -0.44589 -0.943 0.981 -1.891
C -0.10443 -1.45803 -0.05158 -3.569 2.770 -1.906
C 0.93401 0.61476 0.63565 0.954 2.034 3.086
N -2.66765 0.25697 0.03070 -0.158 0.277 1.433
N -1.33649 0.62678 -0.23603 1.548 -1.142 -0.603
N -0.24018 -0.14649 0.58879 -3.813 -0.356 -3.048
H 1.53596 1.61303 -1.23584 0.551 -0.953 1.050
H 2.70933 1.41765 0.12534 0.383 -0.333 -0.665
H 2.27964 -0.01355 -0.99236 0.207 0.415 0.481
H -1.05462 -1.97418 -0.01785 -0.335 -0.060 0.209
H 0.20184 -1.51584 -1.08486 0.082 0.836 -0.906
H 0.55152 -2.03088 0.37013 3.911 -3.261 3.259
H 1.46322 0.03111 1.41542 0.332 0.545 -0.063
H 0.70108 1.66421 1.13576 0.176 -2.168 -0.913
H -2.97453 -0.71177 -0.03029 0.828 -0.535 -0.800
H -2.71084 0.37855 1.02610 -0.590 0.665 0.597
H -1.22891 0.36235 -1.23318 0.438 0.284 0.682
```
Positions in Å, forces in eV/Å.

---

Among the records above, which one has the lowest net charge? C11H5F6MnN3O8S7

---

energy of number 1 (C42H49GeN13NiO)? -6001.79336 hartree

---

What is the formula in the third record? C3H11N3

---

The highest energy belongs to which entry? C3H11N3